Entry 1:
{
  "formula": "C7H12Cl2F6N3P",
  "method": "ωB97M-V/def2-TZVPD",
  "symbols": ["Cl", "Cl", "P", "F", "F", "F", "F", "F", "F", "N", "N", "N", "C", "C", "C", "C", "C", "C", "C", "H", "H", "H", "H", "H", "H", "H", "H", "H", "H", "H", "H"],
  "xyz": [[2.03678, 0.88575, -2.34733], [-1.49276, 1.14017, 0.06460], [-0.88751, 2.43344, 4.11964], [-2.45818, 2.10232, 4.45486], [-0.36995, 2.89642, 2.63105], [0.66171, 1.96125, 4.37358], [-1.10477, 0.93947, 3.44464], [-1.34991, 4.00365, 4.05380], [-0.71471, 2.66682, 5.72892], [1.75269, -2.10293, -1.67087], [0.15284, -2.52949, 0.04944], [-0.06521, -0.80159, -1.61866], [0.56719, -1.86152, -0.95334], [0.53201, 0.46649, -1.49908], [-0.00203, 1.41192, -0.77747], [1.22507, -2.18812, -3.06302], [-1.15486, -2.16161, 0.66928], [-0.13736, -1.37249, -2.99028], [0.57686, 2.79737, -0.62417], [0.70290, -3.29636, 0.41427], [1.52928, 2.72751, -0.09690], [2.08438, -2.98691, -1.28326], [1.90285, -1.64229, -3.72285], [-1.28711, -2.61155, 1.64913], [-0.12618, 3.40996, -0.05994], [-0.34068, -0.66608, -3.78400], [-1.17880, -1.07596, 0.76118], [0.69773, 3.27172, -1.60123], [1.06443, -3.19278, -3.45402], [-1.95125, -2.44391, -0.02108], [-0.86545, -2.18067, -2.84689]],
  "lowdin_charge": [0.73, 0.80, 0.31, -0.21, -0.23, -0.21, -0.25, -0.20, -0.20, 0.10, 0.15, -0.09, -0.31, -0.67, -0.67, -0.14, 0.01, -0.07, -0.12, 0.18, 0.09, 0.14, 0.09, 0.11, 0.07, 0.14, 0.01, 0.08, 0.12, 0.10, 0.12],
  "total_charge": 0,
  "homo_energy_ev": -9.72,
  "energy_ha": -2299.1535,
  "gap_ha": 0.3013
}



Entry 2:
{
  "formula": "C2H8NS",
  "method": "ωB97M-V/def2-TZVPD",
  "symbols": ["S", "N", "C", "C", "H", "H", "H", "H", "H", "H", "H", "H"],
  "xyz": [[-1.66027, 1.67398, -0.07325], [0.06365, -0.81712, 0.52895], [-0.05161, -1.15016, -0.88804], [1.09371, 0.19038, 0.78628], [-2.23603, 2.87932, 0.07904], [-1.10403, -1.24556, -1.16328], [0.42761, -2.10778, -1.11593], [-0.83831, -0.42455, 0.79693], [0.30144, -0.34378, -1.54208], [0.92551, 0.60068, 1.78197], [1.01247, 1.04847, 0.11135], [2.06587, -0.30386, 0.69806]],
  "lowdin_charge": [-0.11, -0.23, -0.22, -0.24, -0.46, 0.05, 0.05, -0.03, 0.05, 0.06, 0.01, 0.06],
  "total_charge": -1,
  "homo_energy_ev": -2.72,
  "relative_energy_kcal_mol": 11.2,
  "energy_ha": -533.9532,
  "gap_ha": 0.2611
}